Run 1
Formula: C3H3I
Source: the OMol25 dataset
Level of theory: ωB97M-V/def2-TZVPD

```
7
C3H3I, DFT ωB97M-V/def2-TZVPD
C -0.902 -0.149 -0.031
C 0.934 1.240 0.000
C -2.164 -0.664 0.098
I -4.159 0.022 0.054
H 1.471 0.948 -0.932
H 1.421 1.191 0.872
H -2.104 -1.829 -0.090
```

Calculated values
- Gap between HOMO and LUMO (spin up / spin down): 8.246 / 6.951 eV

Run 2
Formula: C3H3I
Source: the OMol25 dataset
Level of theory: ωB97M-V/def2-TZVPD

```
7
C3H3I, DFT ωB97M-V/def2-TZVPD
C 0.659 -0.961 0.123
C -0.452 -0.399 -0.043
C 0.516 0.663 0.003
I -3.388 -0.059 -0.012
H 1.417 -1.768 -0.233
H 0.690 1.216 0.937
H 0.558 1.309 -0.775
```

Calculated values
- Gap between HOMO and LUMO (spin up / spin down): 6.782 / 6.785 eV

Most stable of them? run 2.

Run 1
Formula: C8H68BNO26P
Source: the OMol25 dataset
Level of theory: ωB97M-V/def2-TZVPD

```
105
C8H68BNO26P, DFT ωB97M-V/def2-TZVPD
C -3.034 2.856 -2.320
C -3.114 1.536 -3.253
O -2.727 0.422 -2.390
P -1.169 -0.151 -2.851
O -0.227 1.075 -2.678
C -0.794 -1.557 -1.671
C 0.713 -2.076 -1.663
C 1.790 -1.027 -1.127
B 1.564 -0.706 0.499
C 1.637 0.889 0.875
N 0.400 1.608 0.350
O -1.326 -0.616 -4.476
C -0.172 -1.352 -4.974
C 1.187 -0.528 -5.010
H -2.172 3.535 -2.595
H -2.842 2.510 -1.246
H -4.017 3.417 -2.324
H -4.173 1.428 -3.646
H -2.435 1.674 -4.149
H -1.120 -1.233 -0.620
H -1.487 -2.424 -1.946
H 1.082 -2.485 -2.656
H 0.742 -2.958 -0.929
H 2.805 -1.565 -1.178
H 1.906 -0.089 -1.757
H 2.441 -1.262 1.112
H 0.530 -1.174 0.912
H 2.577 1.389 0.453
H 1.680 0.955 2.018
H -0.167 0.853 -0.063
H 0.761 2.210 -0.411
H -0.119 -2.338 -4.423
H -0.416 -1.616 -6.065
H 1.600 -0.282 -3.972
H 1.986 -1.121 -5.567
H 0.984 0.422 -5.619
O 0.754 1.419 4.291
H 1.512 0.889 4.569
H 0.568 1.107 3.393
O 4.039 -2.474 -2.865
H 4.308 -1.591 -3.148
H 4.814 -2.818 -2.407
O -1.266 3.377 5.135
H -0.704 2.674 4.771
H -0.637 4.027 5.469
O 2.434 -3.404 2.115
H 3.273 -3.869 2.045
H 1.880 -4.002 2.627
O 2.973 -1.711 4.876
H 3.708 -2.232 5.225
H 2.772 -2.126 4.024
O 0.465 -0.415 -8.679
H -0.219 -0.038 -8.112
H 0.084 -1.248 -8.983
O -0.511 -4.559 -5.060
H -0.366 -5.340 -5.609
H -1.459 -4.394 -5.133
O 2.782 -5.779 2.825
H 3.513 -6.304 3.170
H 2.581 -6.190 1.972
O 5.234 -2.770 6.506
H 5.218 -3.380 7.253
H 6.028 -2.242 6.649
O -3.753 1.363 3.959
H -3.191 0.663 3.596
H -3.125 2.016 4.296
O -6.092 0.503 5.833
H -5.434 0.042 6.367
H -5.565 0.946 5.152
O -2.534 -0.139 1.315
H -3.122 -0.397 0.594
H -1.834 0.368 0.878
O 5.284 -0.205 -1.504
H 5.266 -0.817 -0.757
H 6.077 0.324 -1.356
O 2.691 2.524 -2.801
H 2.961 2.920 -3.638
H 1.754 2.323 -2.928
O -1.664 6.140 3.267
H -1.837 6.718 4.019
H -1.730 5.246 3.629
O -4.404 2.893 -5.869
H -4.093 2.039 -6.194
H -3.612 3.447 -5.878
O 3.680 -7.346 0.634
H 4.642 -7.382 0.704
H 3.493 -7.742 -0.226
O -7.777 1.709 3.574
H -7.121 1.250 4.116
H -7.241 2.144 2.899
O 6.023 -3.159 1.644
H 5.866 -2.497 2.330
H 5.913 -4.000 2.104
O 0.250 1.884 7.476
H -0.035 2.798 7.587
H 0.354 1.786 6.519
O 0.622 4.578 1.628
H -0.084 4.910 2.192
H 0.244 3.756 1.279
O -4.679 5.232 -4.179
H -4.506 4.450 -4.719
H -5.630 5.370 -4.267
O -5.298 2.185 1.758
H -4.664 1.719 2.326
H -4.750 2.610 1.087
```

Calculated values
- Net charge: -1
- Gap between HOMO and LUMO: 5.792 eV

Run 2
Formula: C8H68BNO26P
Source: the OMol25 dataset
Level of theory: ωB97M-V/def2-TZVPD

```
105
C8H68BNO26P, DFT ωB97M-V/def2-TZVPD
C -2.375 -3.782 -1.512
C -2.563 -3.871 0.010
O -2.306 -2.576 0.584
P -0.927 -2.505 1.426
O 0.162 -2.886 0.514
C -0.870 -0.810 2.028
C 0.456 -0.330 2.640
C 1.638 -0.230 1.665
B 1.419 0.955 0.506
C 1.783 0.478 -1.015
N 0.753 -0.496 -1.517
O -1.142 -3.584 2.606
C -0.189 -3.550 3.701
C 1.239 -3.865 3.308
H -1.490 -4.314 -1.850
H -2.223 -2.734 -1.765
H -3.258 -4.127 -2.045
H -3.584 -4.176 0.229
H -1.896 -4.634 0.407
H -1.149 -0.162 1.197
H -1.675 -0.715 2.767
H 0.746 -0.903 3.525
H 0.272 0.689 2.987
H 2.476 0.118 2.265
H 1.946 -1.191 1.243
H 2.153 1.897 0.770
H 0.261 1.405 0.522
H 2.772 0.021 -1.084
H 1.785 1.386 -1.631
H 0.093 -0.546 -0.751
H 1.223 -1.392 -1.573
H -0.309 -2.612 4.234
H -0.513 -4.331 4.390
H 1.695 -3.097 2.689
H 1.844 -3.975 4.208
H 1.239 -4.826 2.796
O 0.859 2.991 -3.349
H 1.489 3.599 -2.940
H 0.662 2.356 -2.645
O 3.629 -0.663 4.140
H 4.080 -1.302 3.576
H 4.290 0.019 4.289
O -0.793 2.440 -5.699
H -0.348 2.568 -4.842
H -0.074 2.476 -6.337
O 1.676 3.907 2.046
H 2.411 4.211 2.586
H 0.999 4.576 2.191
O 2.392 5.323 -0.776
H 3.005 6.001 -0.465
H 2.155 4.820 0.017
O 0.478 -7.156 4.921
H -0.088 -6.905 4.183
H -0.076 -7.029 5.698
O -1.199 -2.034 6.398
H -1.241 -2.104 7.357
H -2.090 -2.250 6.104
O 1.521 5.948 3.810
H 2.114 6.617 4.165
H 1.289 5.414 4.582
O 4.351 7.568 -0.553
H 4.183 8.513 -0.484
H 5.215 7.501 -0.973
O -3.527 2.131 -3.719
H -3.081 2.253 -2.869
H -2.812 2.167 -4.367
O -6.050 3.821 -4.266
H -5.512 4.595 -4.076
H -5.411 3.096 -4.212
O -2.470 0.828 -0.942
H -3.060 0.269 -0.424
H -1.670 0.296 -1.050
O 5.198 -0.467 1.675
H 5.001 0.470 1.787
H 6.057 -0.485 1.242
O 3.267 -3.445 -0.180
H 3.607 -4.330 -0.017
H 2.308 -3.532 -0.078
O -0.601 -0.590 -7.086
H -0.702 -0.269 -7.987
H -0.844 0.163 -6.532
O -3.736 -6.890 0.135
H -3.495 -6.691 1.046
H -2.898 -7.156 -0.265
O 2.197 5.026 6.431
H 3.128 5.234 6.560
H 1.967 4.475 7.187
O -7.412 1.020 -4.293
H -6.882 1.808 -4.124
H -6.770 0.300 -4.228
O 5.249 3.875 2.576
H 5.165 4.070 1.635
H 4.964 4.686 3.007
O 0.307 5.406 -5.460
H 0.190 5.003 -6.324
H 0.435 4.654 -4.867
O 1.439 -0.888 -4.615
H 0.782 -0.679 -5.289
H 0.948 -0.812 -3.780
O -3.863 -6.733 -2.827
H -3.744 -6.759 -1.870
H -4.795 -6.936 -2.952
O -4.801 -0.407 -3.427
H -4.293 0.407 -3.272
H -4.154 -1.115 -3.357
```

Calculated values
- Net charge: -1
- Gap between HOMO and LUMO: 5.880 eV

Most stable of them? run 2.

Run 1
Formula: C2H5IS2
Source: the OMol25 dataset
Level of theory: ωB97M-V/def2-TZVPD

```
10
C2H5IS2, DFT ωB97M-V/def2-TZVPD
C -0.696 0.615 -0.401
C -0.518 -0.852 0.000
S 1.769 0.609 1.591
S 1.197 -1.104 0.562
I -0.759 -2.145 -1.663
H 0.196 0.968 -0.958
H -0.743 1.332 0.386
H -1.465 0.862 -0.983
H -1.244 -1.482 0.906
H 2.263 1.197 0.560
```

Calculated values
- Gap between HOMO and LUMO: 9.383 eV

Run 2
Formula: C2H5IS2
Source: the OMol25 dataset
Level of theory: ωB97M-V/def2-TZVPD

```
10
C2H5IS2, DFT ωB97M-V/def2-TZVPD
C -0.088 -0.001 -1.174
C -0.038 -0.075 0.316
S -1.725 -0.485 1.526
S 0.378 1.383 1.168
I 2.596 1.642 0.494
H -0.727 0.846 -1.505
H 0.875 0.337 -1.443
H -0.396 -0.985 -1.514
H 0.616 -0.870 0.473
H -1.491 -1.792 1.658
```

Calculated values
- Gap between HOMO and LUMO: 8.244 eV

Most stable of them? run 2.

Run 1
Formula: CH6N2O2
Source: the OMol25 dataset
Level of theory: ωB97M-V/def2-TZVPD

```
11
CH6N2O2, DFT ωB97M-V/def2-TZVPD
N -1.034 0.280 -0.299
C -0.892 -0.933 -0.993
N 0.443 -1.327 -0.845
O -1.629 -1.569 -1.651
H -0.344 0.437 0.438
H -1.898 0.302 0.260
H 0.930 -0.478 -1.149
H 0.663 -2.041 -1.460
O 1.538 1.830 1.504
H 1.508 1.187 2.232
H 0.716 2.312 1.965
```

Calculated values
- Structure (SMILES): NC(N)=O.O
- Gap between HOMO and LUMO: 10.410 eV

Run 2
Formula: CH6N2O2
Source: the OMol25 dataset
Level of theory: ωB97M-V/def2-TZVPD

```
11
CH6N2O2, DFT ωB97M-V/def2-TZVPD
N 1.298 -1.426 1.395
C 0.284 -0.813 0.697
O -0.861 -0.775 1.119
O 0.691 -0.269 -0.422
H 1.084 -2.144 2.056
H 2.142 -1.561 0.867
H -0.054 0.505 -0.759
N -0.950 1.485 -1.187
H -0.787 1.991 -2.045
H -1.102 2.147 -0.444
H -1.746 0.858 -1.278
```

Calculated values
- Structure (SMILES): NC(=O)O.N
- Gap between HOMO and LUMO: 10.201 eV

Most stable of them? run 2.